Entry 1:
Formula: C4H15NO2
Source: the Open Molecules 2025 dataset
Level of theory: ωB97M-V/def2-TZVPD

The HOMO energy comes out at -8.8 eV. Its gap between HOMO and LUMO is 0.3444 Ha. Its SMILES is CCCNC.O.O.

Each line ends with the Löwdin charge.
Geometry (Å):
C -2.38719 0.04501 1.05092  -0.1330
C -1.71209 0.53035 -0.21119  -0.2340
C -0.20825 0.90179 0.00558  -0.2484
N 0.55329 -0.27616 -0.37628  -0.1669
C 2.00428 -0.21935 -0.11669  -0.1266
H -3.25731 0.65187 1.34703  0.0716
H -2.79558 -0.95838 0.88428  0.0637
H -1.75446 -0.11130 1.94622  0.0574
H -1.65405 -0.13524 -1.08264  0.1122
H -2.29251 1.43213 -0.44703  0.1014
H -0.04058 1.70754 -0.71094  0.1075
H -0.04505 1.15617 1.04596  0.1049
H 0.16964 -1.06031 0.13213  0.0796
H 2.31315 0.84011 -0.28682  0.0998
H 2.24789 -0.42888 0.92000  0.0510
H 2.49069 -1.02692 -0.67894  0.0827
O 0.99515 0.82808 -3.04008  -0.0704
H 1.17949 0.32348 -2.22693  -0.0127
H 1.51221 0.49368 -3.76532  0.0211
O 0.50313 -1.45714 2.44430  -0.0530
H 0.25397 -1.39561 3.37491  0.0516
H -0.18387 -2.02513 2.07749  0.0406

---

Entry 2:
Formula: C4H15NO2
Source: the Open Molecules 2025 dataset
Level of theory: ωB97M-V/def2-TZVPD

The HOMO energy comes out at -8.7 eV. Its gap between HOMO and LUMO is 0.3353 Ha. Its SMILES is CNC(C)C.O.O.

Each line ends with the Löwdin charge.
Geometry (Å):
C -0.74239 -1.78056 -1.73958  -0.1630
N 0.12056 -0.70284 -1.23743  -0.1219
C 0.76334 -0.85928 0.04915  -0.4459
C -0.31046 -1.01849 1.22190  -0.0638
C 1.89462 -1.96181 0.12040  -0.0658
H -1.54606 -2.26441 -1.17449  0.0629
H -1.48343 -1.19053 -2.45401  0.1027
H -0.12837 -2.36361 -2.48309  0.0827
H -0.56678 0.05448 -1.20946  0.0938
H 1.23050 0.10672 0.15190  0.1083
H -1.27419 -0.54855 1.07706  0.0581
H -0.56958 -2.07656 1.15087  0.0579
H 0.12104 -0.82995 2.18454  0.0565
H 1.51316 -2.98940 -0.25071  0.0917
H 2.68478 -1.51661 -0.47306  0.0547
H 2.35856 -2.20080 1.15492  0.0941
O 1.46142 3.48131 -0.40765  -0.0632
H 1.56009 4.43289 -0.27943  0.0352
H 0.64746 3.28600 0.07195  0.0215
O -2.24982 3.82778 1.67429  -0.0590
H -2.53993 3.87279 0.78660  0.0013
H -2.94452 3.24141 2.06531  0.0615

---

Entry 3:
Formula: C4H15NO2
Source: the Open Molecules 2025 dataset
Level of theory: ωB97M-V/def2-TZVPD

The HOMO energy comes out at -8.6 eV. Its gap between HOMO and LUMO is 0.3326 Ha. Its SMILES is CC(C)CN.O.O.

Each line ends with the Löwdin charge.
Geometry (Å):
C 2.53025 1.32609 -0.14355  -0.1107
C 1.20687 0.67324 -0.42335  -0.4174
C 0.71969 0.23549 0.91762  -0.1056
C 0.18520 1.68341 -1.17724  -0.2108
N -1.13156 0.95608 -1.23086  -0.0177
H 3.00985 0.82422 0.66604  0.0486
H 2.38777 2.33017 0.20933  0.0712
H 3.37670 1.34132 -0.87832  0.0912
H 1.27945 -0.04635 -1.21884  0.1225
H 1.41575 -0.03665 1.74575  0.0885
H 0.03553 0.98555 1.34270  0.0848
H 0.04902 -0.71328 0.80764  0.0793
H 0.48083 1.99963 -2.16569  0.0854
H -0.03169 2.64838 -0.61639  0.1163
H -1.85357 1.55354 -0.93019  0.0328
H -1.12790 0.04450 -0.78292  0.0305
O -2.66886 -2.19983 -0.34882  -0.1795
H -2.66732 -3.26321 -0.30738  0.1131
H -3.34751 -2.14601 -1.16805  0.1187
O -0.88581 -2.86053 1.78036  -0.0840
H -1.62787 -2.31905 1.33408  0.0363
H -1.33483 -3.01671 2.58810  0.0065

---

Entry 4:
Formula: C4H15NO3
Source: the Open Molecules 2025 dataset
Level of theory: ωB97M-V/def2-TZVPD

Its multiplicity is 2. The HOMO energy (alpha / beta) comes out at 0.8 / -5.5 eV. Its gap between HOMO and LUMO (alpha / beta) is 0.0846 / 0.3137 Ha. Its net charge is -1.

Each line ends with the Mulliken spin population.
Geometry (Å):
N -0.48585 -0.18366 -0.56620  0.1210
C -0.90987 0.92065 0.28108  0.1559
C -1.20101 0.30410 1.65629  0.0940
C -1.44384 -1.18598 1.40827  0.2088
C -1.27718 -1.31126 -0.16048  0.2637
H 0.52146 -0.26462 -0.45020  -0.0261
H -0.11836 1.67188 0.27579  -0.1486
H -1.77165 1.45234 -0.11868  0.0388
H -0.32098 0.47433 2.29289  0.0453
H -2.01021 0.76086 2.20182  -0.0080
H -0.67999 -1.84803 1.81613  -0.1529
H -2.44909 -1.47713 1.71787  -0.0432
H -0.76727 -2.24346 -0.35506  -0.2311
H -2.23916 -1.27107 -0.67287  0.0253
H 5.62076 1.20022 0.85046  -0.1394
H 6.82030 0.22971 0.74951  -0.1556
O 6.20939 0.75897 0.22851  0.3899
H -4.07033 0.98747 -2.13163  0.0008
H -4.05794 0.63382 -3.59632  -0.0089
O -4.66919 0.71767 -2.85070  0.0127
H 2.38211 -1.06392 0.77260  -0.2319
H 3.26746 -0.33406 -0.18890  -0.2644
O 2.47305 -0.16384 0.35882  1.0539

---

Entry 5:
Formula: C4H15NO3
Source: the Open Molecules 2025 dataset
Level of theory: ωB97M-V/def2-TZVPD

The HOMO energy comes out at -8.4 eV. Its gap between HOMO and LUMO is 0.3353 Ha. Its SMILES is C=CNCC.O.O.O.

Each line ends with the Löwdin charge.
Geometry (Å):
C 2.05651 2.28705 0.73472  -0.0282
C 1.85719 1.05015 0.26563  -0.2835
N 1.41978 0.81538 -1.02280  -0.0897
C 1.04498 -0.60879 -1.52607  -0.2298
C 2.19439 -1.60513 -1.43421  -0.1224
H 2.75378 2.62095 1.50752  0.0513
H 1.61778 3.07020 0.18489  0.0246
H 2.16306 0.20730 0.99127  0.1362
H 1.85685 1.43849 -1.77744  0.1666
H 0.10495 -1.07393 -1.00605  0.1337
H 0.79409 -0.49410 -2.61600  0.1174
H 3.05051 -1.16587 -2.13029  0.1120
H 2.82100 -1.71391 -0.54289  0.0641
H 2.02309 -2.52870 -1.83656  0.0249
O -1.52057 1.51256 -0.67372  -0.1085
H -1.30676 2.30062 -0.09766  0.0622
H -0.60816 1.12156 -0.78089  -0.0021
O -1.94704 -2.49504 1.62530  -0.0969
H -2.40470 -1.64184 1.62379  -0.0473
H -2.66472 -3.17457 1.59713  0.0502
O -3.51567 -0.32483 1.75108  -0.0824
H -2.98088 -0.10976 0.94481  0.0520
H -4.21056 -0.84528 1.23625  0.0957

---

Entry 6:
Formula: C4H15NO3
Source: the Open Molecules 2025 dataset
Level of theory: ωB97M-V/def2-TZVPD

The HOMO energy comes out at -9.0 eV. Its gap between HOMO and LUMO is 0.3610 Ha. Its SMILES is C=CNCC.O.O.O.

Each line ends with the Löwdin charge.
Geometry (Å):
C 2.00642 0.58767 2.18496  0.0053
C 1.14130 0.09848 1.31534  -0.2259
N 1.19604 0.35904 -0.09403  -0.0883
C 0.93749 -0.85208 -0.91460  -0.2489
C 0.95599 -0.51026 -2.38279  -0.0856
H 1.82201 0.49362 3.24037  0.0497
H 2.80505 1.20145 1.79540  0.0517
H 0.27730 -0.46010 1.66106  0.0991
H 2.15150 0.69699 -0.17553  0.1197
H 1.71077 -1.60954 -0.72704  0.1166
H 0.02633 -1.26698 -0.48589  0.1016
H 0.17179 0.19855 -2.65414  0.0711
H 1.87213 -0.02056 -2.65010  0.0664
H 0.78516 -1.41260 -2.95441  0.0728
O -0.92859 1.94040 -0.56327  -0.0729
H -0.14292 1.42793 -0.28653  -0.0100
H -0.87648 2.74931 -0.04183  0.0585
O -1.85193 -1.88228 1.28669  -0.0842
H -2.33365 -1.06733 1.04831  -0.0104
H -2.49403 -2.42968 1.74702  0.0312
O -3.09169 0.41434 0.24550  -0.0772
H -2.37513 0.96173 -0.15230  0.0079
H -3.76486 0.38189 -0.44217  0.0518

---

Entry 7:
Formula: C4H15NO3
Source: the Open Molecules 2025 dataset
Level of theory: ωB97M-V/def2-TZVPD

The HOMO energy comes out at -8.0 eV. Its gap between HOMO and LUMO is 0.3126 Ha. Its SMILES is C=CNCC.O.O.O.

Each line ends with the Löwdin charge.
Geometry (Å):
C 1.89563 1.63170 1.17775  -0.0205
C 1.20641 0.57762 0.71940  -0.2577
N 1.03642 -0.01163 -0.50654  -0.0542
C 0.44177 -1.35501 -0.67676  -0.2496
C 1.42793 -2.18681 -1.43942  -0.1012
H 2.22827 1.68010 2.22999  0.0523
H 2.42631 2.28272 0.57571  0.0017
H 0.57065 0.06147 1.36446  0.0749
H 1.74052 0.13817 -1.22910  0.1248
H 0.44271 -1.77030 0.37397  0.1272
H -0.49651 -1.22342 -1.14707  0.0929
H 1.81341 -1.79914 -2.27488  0.0118
H 2.35664 -2.55824 -0.85687  0.1231
H 0.78086 -2.97557 -1.87805  0.0903
O -1.75553 2.59751 -1.21745  -0.0468
H -1.22148 3.39659 -1.02894  0.0721
H -1.17189 1.91709 -1.50780  0.0151
O -1.71006 -1.67913 2.05225  -0.0565
H -1.86626 -1.17873 1.25449  -0.0125
H -2.06435 -1.07454 2.69595  0.0264
O -2.84446 0.92196 0.70270  -0.0288
H -2.90944 0.87418 -0.20365  -0.0265
H -2.32754 1.73340 0.81984  0.0418

---

Entry 8:
Formula: C4H15NO3
Source: the Open Molecules 2025 dataset
Level of theory: ωB97M-V/def2-TZVPD

The HOMO energy comes out at -9.1 eV. Its gap between HOMO and LUMO is 0.2101 Ha.

Each line ends with the Löwdin charge.
Geometry (Å):
N -0.21186 -1.28325 1.41664  0.0109
C 0.04945 -1.84076 0.07776  -0.1959
C -0.82427 -1.10166 -0.86577  -0.1627
C -2.10023 -0.78284 -0.02894  -0.1427
C -1.51748 -0.44758 1.32730  -0.1521
H 0.59783 -0.66977 1.50406  0.0623
H -0.23310 -2.88913 -0.02692  0.1431
H 1.17037 -1.72179 -0.01010  0.0401
H -1.07087 -1.69591 -1.73745  0.1134
H -0.35784 -0.14980 -1.19585  0.1213
H -2.58279 -1.78788 0.04388  0.1207
H -2.66496 0.05870 -0.51169  0.1389
H -1.99411 -0.69675 2.27215  0.1078
H -1.28755 0.63076 1.40102  0.1137
H 2.08825 0.88935 -0.76435  -0.0865
H 2.93266 1.27833 -2.09242  0.0506
O 2.04441 0.94132 -1.76361  -0.1753
H 2.47550 0.69329 1.13840  -0.0379
H 2.08271 -1.83676 -0.11698  0.3543
O 1.66634 0.99454 0.69144  -0.3368
H 0.28747 1.99543 -0.19335  -0.0410
H -0.04770 3.26844 -1.05945  0.0546
O -0.40547 2.64580 -0.38152  -0.1009

---

Record-wise energy relative to the best compared isomer or geometry (same formula, charge and spin) values, in kcal/mol: 35.0; 52.6; 52.0; 15.1; 55.3; 12.6; 49.5; 161.5
Record-wise electronic energy values, in Eh: -366.5953; -366.5673; -366.5682; -441.8238; -441.7937; -441.8617; -441.8030; -441.6245